One molecule with the formula C2H2O2 in a non-equilibrium geometry, computed with ωB97M-V/def2-TZVPD.

Its molecular weight is 58.04 g mol⁻¹. The value obtained for the LUMO energy is -1.0 eV. Its spin multiplicity is 1. The calculation puts the total energy at -227.831004 a.u. The SMILES is O=CC=O. Its energy above the lowest of the compared OMol25 structures with the same formula, charge and spin is 10.5 kcal per mole.

Element x y z (Å)
H1 0.9924 -1.2238 -0.1143
H2 -0.9197 1.2848 0.1061
C1 -0.4233 0.4999 -0.5010
O1 -0.5215 0.5072 -1.7170
O2 0.4687 -0.5547 1.7223
C2 0.4035 -0.5134 0.5040

From a Mulliken analysis of the wavefunction, the atomic charges in e read: 0.32, 0.32, 0.09, -0.41, -0.41, 0.09

One molecule with the formula C2H2O2 in a non-equilibrium geometry, computed with ωB97M-V/def2-TZVPD.

Its molecular weight is 58.04 g mol⁻¹. The value obtained for the LUMO energy is -1.2 eV. Its spin multiplicity is 1. The calculation puts the total energy at -227.838889 a.u. The SMILES is O=CC=O. Its energy above the lowest of the compared OMol25 structures with the same formula, charge and spin is 5.6 kcal per mole.

Element x y z (Å)
O1 -1.1582 0.0910 0.9565
O2 0.8777 0.9341 -0.7994
C1 0.6494 -0.2195 -0.5559
C2 -0.4071 -0.6842 0.3964
H1 -0.4831 -1.7434 0.6310
H2 1.2729 -1.0356 -0.9315

From a Mulliken analysis of the wavefunction, the atomic charges in e read: -0.39, -0.39, 0.09, 0.07, 0.33, 0.30